Record 1
A 2-piece molecular cluster, C8H11NO2S overall, computed with ωB97M-V/def2-TZVPD.

The multiplicity is 1. As for the net charge: 0. The calculation puts the relative energy (zero: lowest compared OMol25 entry of this formula, charge and spin) at 6.1253 eV. The HOMO-LUMO gap comes out at 8.760 eV. As for the molecular weight: 185.25 g mol⁻¹. Its LUMO energy is 0.67 eV.

Each atom is followed by the atoms it is bonded to, with distances in Å.
Geometry (Å):
1 C 1.7493 1.1824 -0.7493  C3 1.360, C5 1.424, H13 1.044
2 C 2.5942 -0.7777 0.3574  C4 1.426, C5 1.387, H14 1.086
3 C 0.5144 0.6140 -0.7888  C1 1.360, C6 1.383, H15 1.073
4 C 1.2867 -1.3468 0.3516  C2 1.426, C6 1.368, H16 1.031
5 C 2.8294 0.5049 -0.1152  C1 1.424, C2 1.387, O10 1.345
6 C 0.2816 -0.6359 -0.2457  C3 1.383, C4 1.368, S12 1.824
7 C -1.9643 -1.1693 0.9991  S12 1.640, H17 1.096, H21 1.215
8 C -2.4860 2.3719 -0.7206  N9 1.311, H19 1.152
9 N -3.0103 1.6227 0.2195  C8 1.311, H18 1.010, H20 1.099
10 O 4.0732 1.0073 -0.0166  C5 1.345, H22 1.052
11 O -0.5288 -3.2305 -0.4285  S12 1.809, H23 0.964
12 S -1.2685 -1.5798 -0.4277  C6 1.824, C7 1.640, O11 1.809
13 H 1.7590 2.1595 -1.1175  C1 1.044
14 H 3.3050 -1.2043 1.0583  C2 1.086
15 H -0.3070 1.1210 -1.2567  C3 1.073
16 H 1.2891 -2.3276 0.6703  C4 1.031
17 H -2.9571 -1.5640 1.2418  C7 1.096
18 H -2.5493 0.7425 0.4033  N9 1.010
19 H -3.0142 3.3940 -0.7780  C8 1.152
20 H -3.7791 1.7827 0.9884  N9 1.099
21 H -1.4987 -0.7990 2.0585  C7 1.215
22 H 4.1323 1.9375 -0.5047  O10 1.052
23 H -0.4511 -3.8053 -1.1988  O11 0.964

These are the Mulliken partial charges, in e, on atoms 1 to 8: atom 1 (C): -0.594, atom 2 (C): -0.672, atom 3 (C): -0.569, atom 4 (C): -0.363, atom 5 (C): 0.771, atom 6 (C): 0.321, atom 7 (C): -1.031, atom 8 (C): -0.502

=====

Record 2
A 2-piece molecular cluster, C8H11NO3 overall, computed with ωB97M-V/def2-TZVPD.

The multiplicity is 1. As for the net charge: 0. The calculation puts the relative energy (zero: lowest compared OMol25 entry of this formula, charge and spin) at 5.8207 eV. The HOMO-LUMO gap (spin up / spin down) comes out at 5.854 / 5.860 eV. As for the molecular weight: 169.18 g mol⁻¹. Its LUMO energy (spin up / spin down) is -1.05 / -1.04 eV.

Each atom is followed by the atoms it is bonded to, with distances in Å.
Geometry (Å):
1 C -3.1087 0.3037 -0.9372  C2 1.430, C3 1.361, H13 1.071
2 C -3.3750 0.5196 0.4514  C1 1.430, C4 1.361, H14 1.071
3 C -1.9618 -0.4240 -1.0243  C1 1.361, N9 1.376, O10 1.354
4 C -2.3746 -0.0737 1.1578  C2 1.361, N9 1.381, O11 1.353
5 C 0.8803 1.2343 0.8235  C6 1.284, H15 1.082, H16 1.086
6 C 1.3767 0.1467 0.3550  C5 1.284, C8 1.442
7 C 3.5974 0.2461 -0.6718  C8 1.538, H17 1.085, H18 1.087, H19 1.088
8 C 2.3977 -0.6387 -0.2925  C6 1.442, C7 1.538, H20 1.094, H21 1.095
9 N -1.5104 -0.6592 0.2539  C3 1.376, C4 1.381, O12 1.305
10 O -1.2389 -0.9000 -2.0659  C3 1.354, H22 0.972
11 O -2.1220 -0.2054 2.4800  C4 1.353, H23 0.972
12 O -0.4358 -1.3356 0.5572  N9 1.305
13 H -3.7167 0.6465 -1.7496  C1 1.071
14 H -4.2152 1.0470 0.8553  C2 1.071
15 H -0.1397 1.3064 1.1760  C5 1.082
16 H 1.4498 2.1559 0.8928  C5 1.086
17 H 4.3330 -0.3468 -1.2058  C7 1.085
18 H 4.0614 0.6647 0.2178  C7 1.087
19 H 3.2764 1.0613 -1.3168  C7 1.088
20 H 2.7125 -1.4518 0.3686  C8 1.094
21 H 1.9846 -1.0853 -1.2024  C8 1.095
22 H -0.5231 -1.4215 -1.6641  O10 0.972
23 H -1.3482 -0.7903 2.5410  O11 0.972

These are the Mulliken partial charges, in e, on atoms 1 to 8: atom 1 (C): -0.758, atom 2 (C): -0.692, atom 3 (C): 0.368, atom 4 (C): 0.308, atom 5 (C): -0.789, atom 6 (C): 0.366, atom 7 (C): -1.350, atom 8 (C): 0.240

=====

Record 3
One molecule with the formula C8H11NO3, computed with ωB97M-V/def2-TZVPD.

The multiplicity is 1. Its SMILES is NC[C@@H](CC(=O)O)c1ccco1. As for the net charge: 0. The calculation puts the relative energy (zero: lowest compared OMol25 entry of this formula, charge and spin) at 1.3641 eV. The HOMO-LUMO gap comes out at 9.567 eV. As for the molecular weight: 169.18 g mol⁻¹. Its LUMO energy is 0.73 eV.

Each atom is followed by the atoms it is bonded to, with distances in Å.
Geometry (Å):
1 N -1.2626 -2.3277 1.8232  C2 1.480, H13 1.024, H14 1.040
2 C -0.1131 -1.8871 1.0013  N1 1.480, C3 1.566, H15 1.133, H16 1.095
3 C -0.0580 -0.3256 1.0989  C2 1.566, C4 1.549, C8 1.491, H17 1.053
4 C 1.3945 0.2118 1.1347  C3 1.549, C5 1.575, H18 1.078, H19 1.070
5 C 2.0917 -0.0079 -0.2609  C4 1.575, O6 1.198, O7 1.348
6 O 2.7685 -0.9422 -0.5831  C5 1.198
7 O 2.0073 1.0500 -1.0924  C5 1.348, H20 0.947
8 C -0.9300 0.3105 0.0702  C3 1.491, C9 1.377, O12 1.414
9 C -2.1088 -0.0499 -0.5438  C8 1.377, C10 1.458, H21 1.105
10 C -2.4081 1.0963 -1.3935  C9 1.458, C11 1.342, H22 1.062
11 C -1.3496 1.9188 -1.3246  C10 1.342, O12 1.349, H23 1.129
12 O -0.4431 1.5541 -0.3947  C8 1.414, C11 1.349
13 H -2.1499 -2.2709 1.3148  N1 1.024
14 H -1.2727 -3.3610 1.9426  N1 1.040
15 H 0.8076 -2.2034 1.5803  C2 1.133
16 H -0.0645 -2.3089 -0.0083  C2 1.095
17 H -0.3569 -0.0632 2.0741  C3 1.053
18 H 1.9668 -0.3585 1.8484  C4 1.078
19 H 1.3642 1.2151 1.5069  C4 1.070
20 H 1.6187 1.7995 -0.6626  O7 0.947
21 H -2.6023 -1.0378 -0.5160  C9 1.105
22 H -3.2759 1.2325 -1.9910  C10 1.062
23 H -0.9691 2.7531 -1.9830  C11 1.129

These are the Mulliken partial charges, in e, on atoms 1 to 8: atom 1 (N): -0.632, atom 2 (C): -0.681, atom 3 (C): 0.843, atom 4 (C): -1.184, atom 5 (C): 0.517, atom 6 (O): -0.559, atom 7 (O): -0.478, atom 8 (C): -0.033

=====

Record 4
A 2-piece molecular cluster, C8H11NO3S overall, computed with ωB97M-V/def2-TZVPD.

The multiplicity is 1. As for the net charge: 0. The calculation puts the relative energy (zero: lowest compared OMol25 entry of this formula, charge and spin) at 5.0069 eV. The HOMO-LUMO gap (spin up / spin down) comes out at 8.588 / 7.425 eV. As for the molecular weight: 201.25 g mol⁻¹. Its LUMO energy (spin up / spin down) is -0.13 / -0.35 eV.

Each atom is followed by the atoms it is bonded to, with distances in Å.
Geometry (Å):
1 C 3.1700 1.8174 0.2715  C2 1.385, C3 1.384, H14 1.080
2 C 2.5794 1.8051 -0.9809  C1 1.385, C4 1.391, H15 1.080
3 C 2.4756 1.3763 1.3845  C1 1.384, C5 1.393, H16 1.081
4 C 1.2765 1.3393 -1.1279  C2 1.391, C6 1.366, H17 1.079
5 C 1.1691 0.9105 1.2531  C3 1.393, C6 1.363, H18 1.078
6 C 0.6332 0.9139 0.0001  C4 1.366, C5 1.363
7 C -1.0378 -2.3351 0.0727  N9 1.446, H19 1.098, H20 1.087, H21 1.089
8 C -1.9069 -0.1800 -0.6615  N9 1.345, S13 1.760, H22 1.071
9 N -1.9652 -1.2304 0.1770  C7 1.446, C8 1.345, H23 1.014
10 O -3.6012 1.5768 -0.0143  S13 1.654, H24 0.957
11 O -1.7559 1.2554 1.5276  S13 1.436
12 O -1.4738 2.5217 -0.6398  S13 1.437
13 S -1.9621 1.3998 0.1134  C8 1.760, O10 1.654, O11 1.436, O12 1.437
14 H 4.1794 2.1868 0.3817  C1 1.080
15 H 3.1214 2.1634 -1.8436  C2 1.080
16 H 2.9334 1.3985 2.3630  C3 1.081
17 H 0.7921 1.3497 -2.0921  C4 1.079
18 H 0.5985 0.5946 2.1118  C5 1.078
19 H -0.0118 -2.0084 0.2892  C7 1.098
20 H -1.3262 -3.1184 0.7685  C7 1.087
21 H -1.0623 -2.7294 -0.9420  C7 1.089
22 H -1.4488 -0.2817 -1.6241  C8 1.071
23 H -2.2076 -0.9431 1.1184  N9 1.014
24 H -3.8082 2.4014 -0.4546  O10 0.957

These are the Mulliken partial charges, in e, on atoms 1 to 8: atom 1 (C): -0.462, atom 2 (C): -0.470, atom 3 (C): -0.498, atom 4 (C): -0.454, atom 5 (C): -0.330, atom 6 (C): 0.281, atom 7 (C): -0.812, atom 8 (C): -0.185

=====

Record 5
One molecule with the formula C8H11NO4, computed with ωB97M-V/def2-TZVPD.

The multiplicity is 1. Its SMILES is CCOC(=O)[C@@]1([N+](=O)[O-])CC12CC2. As for the net charge: 0. The calculation puts the relative energy (zero: lowest compared OMol25 entry of this formula, charge and spin) at 5.3882 eV. The HOMO-LUMO gap comes out at 10.906 eV. As for the molecular weight: 185.18 g mol⁻¹. Its LUMO energy is 0.22 eV.

Each atom is followed by the atoms it is bonded to, with distances in Å.
Geometry (Å):
1 C 2.7869 -0.4652 0.1484  C2 1.573, H14 1.045, H15 1.137, H16 1.044
2 C 2.0782 -1.8088 -0.2600  C1 1.573, O3 1.468, H17 1.138, H18 1.177
3 O 0.6393 -1.6104 -0.4738  C2 1.468, C4 1.391
4 C -0.0490 -1.1889 0.6589  O3 1.391, O5 1.217, C6 1.510
5 O 0.5274 -1.2292 1.7299  C4 1.217
6 C -1.4652 -0.7369 0.3937  C4 1.510, N7 1.493, C10 1.491, C11 1.460
7 N -2.3874 -1.7098 -0.2641  C6 1.493, O8 1.228, O9 1.204
8 O -3.3422 -1.2383 -0.8760  N7 1.228
9 O -2.1723 -2.8777 -0.0649  N7 1.204
10 C -2.0432 -0.0697 1.5947  C6 1.491, C11 1.485, H19 1.098, H20 1.064
11 C -1.7313 0.6987 0.3627  C6 1.460, C10 1.485, C12 1.475, C13 1.487
12 C -1.1695 1.9118 -0.2598  C11 1.475, C13 1.509, H21 1.107, H22 1.094
13 C -2.5879 1.4913 -0.5581  C11 1.487, C12 1.509, H23 1.037, H24 1.037
14 H 3.7743 -0.5823 -0.1721  C1 1.045
15 H 2.4170 0.3955 -0.4955  C1 1.137
16 H 2.7914 -0.1055 1.1285  C1 1.044
17 H 2.3892 -2.5795 0.5181  C2 1.138
18 H 2.4013 -2.1476 -1.3396  C2 1.177
19 H -3.1383 -0.1392 1.6386  C10 1.098
20 H -1.4463 -0.1855 2.4684  C10 1.064
21 H -0.5065 1.9933 -1.1427  C12 1.107
22 H -1.0976 2.8057 0.3672  C12 1.094
23 H -3.4998 1.8186 -0.1871  C13 1.037
24 H -2.8770 0.9944 -1.4209  C13 1.037

These are the Mulliken partial charges, in e, on atoms 1 to 8: atom 1 (C): -1.151, atom 2 (C): -0.190, atom 3 (O): -0.328, atom 4 (C): 0.294, atom 5 (O): -0.594, atom 6 (C): 0.921, atom 7 (N): 1.032, atom 8 (O): -0.603

=====

Q: Look up the relative energy (zero: lowest compared OMol25 entry of this formula, charge and spin) of the fifth one.
A: 5.3882 eV

=====

Q: What is the relative energy (zero: lowest compared OMol25 entry of this formula, charge and spin) in the first record?
A: 6.1253 eV